C15H36N4O7SZn | ωB97M-V/def2-TZVPD

The geometry in XYZ format:
```
64
Properties=species:S:1:pos:R:3:forces:R:3
Zn -0.278019 0.539369 -0.341817 0.0 -1.7 0.4
S -0.605109 2.839089 -1.319907 -0.8 4.6 -2.1
O -0.897899 1.545259 -1.902437 -1.1 -3.4 -2.8
O -0.276829 2.426799 0.042603 1.1 1.0 3.7
O 0.488571 3.490299 -1.997577 2.7 -0.2 -0.1
O -1.714809 3.745469 -1.422267 -1.7 0.0 0.9
C -3.424419 -0.199381 -1.600617 -1.5 0.1 0.2
C -3.091539 -0.805151 -0.200027 -0.4 0.3 -3.0
N -2.225499 0.041719 0.607233 0.0 -0.9 2.3
C -2.820729 1.356339 1.037513 -1.3 -0.4 -0.9
C -4.272949 1.260449 1.701553 1.2 0.1 -0.8
C -2.110969 -0.702571 1.874153 0.1 -0.8 1.1
C -1.452339 -2.051481 1.794623 0.2 -0.7 -0.7
H -2.671059 -0.069551 -2.377597 0.5 -0.1 0.7
H -3.972489 0.741279 -1.546957 0.4 0.4 0.3
H -4.194249 -0.806301 -2.077187 0.0 -0.6 0.1
H -4.001649 -1.123291 0.308493 -0.4 0.6 0.3
H -2.667549 -1.774531 -0.462017 0.8 0.3 0.5
H -2.075429 1.887439 1.629593 -0.2 -0.2 0.1
H -2.866159 1.874049 0.079383 -0.5 0.6 0.3
H -4.929109 0.769739 0.982693 -0.2 0.2 0.0
H -4.380749 0.704629 2.632983 0.5 0.0 0.0
H -4.627889 2.271759 1.899953 0.0 0.0 -0.2
H -3.090699 -1.024461 2.227153 -0.6 0.8 0.1
H -1.689699 -0.100941 2.679543 0.2 0.2 -0.4
H -0.567169 -2.021201 1.159283 0.1 -0.3 0.3
H -2.173509 -2.736751 1.349173 0.1 -0.2 -0.3
H -1.295299 -2.500271 2.775453 0.4 0.4 0.1
C 1.913631 1.994699 2.429463 -0.3 0.3 0.0
C 1.647761 0.516349 2.100623 -0.3 4.5 -0.7
O 0.711641 0.100429 1.472413 -2.5 -0.7 -0.5
N 2.587101 -0.266081 2.460583 1.6 -2.6 1.0
C 2.352211 -1.708531 2.430353 1.9 -0.6 1.1
H 2.249761 2.580519 1.573923 0.0 -0.4 -0.3
H 2.660571 2.102179 3.215993 0.0 -0.1 0.0
H 1.032681 2.553569 2.745203 -0.3 -0.5 0.0
H 3.460771 0.138399 2.765863 -0.2 -0.5 0.4
H 2.589181 -2.038521 3.441813 0.3 -0.3 0.1
H 3.104641 -2.137661 1.768693 -0.4 -0.4 -0.2
H 1.356921 -2.132581 2.297413 0.0 1.1 -0.7
C 0.496111 -1.149481 -3.376897 -0.8 0.3 -0.4
C -0.063149 -1.985821 -2.276447 0.8 0.5 -0.1
O -0.298449 -1.473911 -1.188577 -0.3 -0.3 1.0
N -0.367189 -3.259251 -2.549467 -0.3 -0.9 0.4
C -0.928979 -4.195871 -1.575417 0.1 0.0 0.0
H 0.275061 -0.123241 -3.083537 0.0 0.1 -0.3
H -0.131759 -1.432851 -4.221637 0.3 0.4 -0.6
H 1.555031 -1.203171 -3.629717 -0.1 -0.5 0.3
H -0.126349 -3.649311 -3.449437 0.0 0.3 0.1
H -0.186239 -4.938541 -1.284077 0.0 -0.1 -0.1
H -1.798409 -4.696091 -2.002007 0.0 0.0 0.0
H -1.229549 -3.697631 -0.653727 0.0 0.3 -0.3
C 4.039141 0.223909 -0.867577 1.9 -1.0 -0.2
C 2.910161 1.095289 -0.915457 -1.3 1.4 -0.2
O 1.794981 0.583349 -0.992057 -0.6 -0.4 -0.4
N 3.096171 2.412569 -0.896457 0.2 -0.8 1.1
C 4.279161 3.136159 -0.442227 0.0 0.8 -1.5
H 3.779381 -0.626091 -1.498547 0.2 -0.2 0.4
H 4.139501 -0.023701 0.189173 0.5 -0.5 -0.1
H 4.933781 0.695759 -1.273897 0.2 -0.2 0.3
H 2.234821 2.899819 -1.098347 -0.7 0.9 -0.1
H 5.159931 2.636709 -0.038637 -0.6 -0.9 0.1
H 4.020891 3.922279 0.267283 -0.2 0.0 -0.1
H 4.634341 3.568569 -1.377627 0.4 0.7 0.3
```
Forces are in eV/Å.

Computed properties:
Orbital gap in eV: 7.46
LUMO energy in eV: 0.11
HOMO in eV: -7.341
Net charge: 0
Energy above the lowest of the compared OMol25 structures with the same formula, charge and spin in eV: 2.507
Total energy in eV: -95686.6614

C3H9N4O | ωB97M-V/def2-TZVPD

The geometry in XYZ format:
```
17
Properties=species:S:1:pos:R:3:forces:R:3
N -2.101701 1.603301 -0.084588 3.4 0.0 -1.1
C -1.225678 0.550264 -0.367136 0.0 1.3 -1.9
C -1.159713 -0.725627 -0.054541 1.0 0.2 0.9
O -1.893038 -1.372273 0.864549 -1.5 -0.9 1.1
N -0.002891 -1.464345 -0.535026 -2.8 0.3 -0.3
N 1.327730 -1.175170 -0.259732 -0.8 0.7 -1.3
C 1.546717 -0.051879 0.333829 0.6 3.2 2.9
N 2.692526 0.630571 0.273516 0.9 -1.3 -1.1
H -2.973129 1.485649 0.291064 -2.2 -0.3 1.1
H -1.695520 2.536642 -0.118364 -0.6 -0.6 0.0
H -0.489389 0.703220 -1.169279 -0.4 0.8 0.2
H -2.817648 -1.043078 1.073235 1.8 -0.2 -0.9
H -0.184929 -2.421292 -0.638434 0.1 -1.5 0.1
H 1.823562 -1.289465 -1.146813 0.6 -0.4 0.5
H 0.728093 0.474824 0.941087 1.2 -1.5 -0.8
H 3.005796 1.321171 0.973222 -0.7 -0.6 -0.7
H 3.419206 0.237480 -0.376585 -0.7 0.8 1.2
```
Forces are in eV/Å.

Computed properties:
Orbital gap in eV: 7.62
SMILES: N/C=C(\O)NNC=[NH2+]
LUMO energy in eV: -3.82
HOMO in eV: -11.446
Net charge: +1
Energy above the lowest of the compared OMol25 structures with the same formula, charge and spin in eV: 2.989
Total energy in eV: -11255.6663

C36H57N5O8S4 | ωB97M-V/def2-TZVPD

The geometry in XYZ format:
```
110
Properties=species:S:1:pos:R:3:forces:R:3
O -1.198670 -0.252360 2.288770 -0.1 0.7 0.7
S -1.525388 -1.326084 1.409361 0.6 -2.4 -2.5
O -2.000328 -2.619088 1.915222 0.2 1.5 -0.2
C -2.574816 -0.775061 0.005552 -0.1 0.2 0.0
C -1.936270 -1.083440 -1.361116 0.2 -1.6 0.9
C -0.431805 -1.039630 -1.058498 -0.1 0.2 -0.7
C -0.128647 -1.669264 0.281172 -0.1 -0.4 0.7
H -2.504856 0.311717 0.051768 -1.0 0.1 0.6
H -3.478205 -1.332192 0.253743 -0.5 0.9 -0.4
H -2.207616 -2.068557 -1.740618 0.0 -0.4 0.4
H -2.177996 -0.476636 -2.233738 -0.2 0.7 0.6
H -0.168304 0.016760 -1.110687 0.6 -0.1 0.0
H 0.018841 -1.648965 -1.841898 0.6 0.5 0.0
H 0.764140 -1.347008 0.817072 0.1 0.1 -0.3
H -0.115323 -2.752506 0.160717 0.1 0.0 0.2
O -6.632761 -1.256662 6.104584 0.1 0.0 -0.3
S -6.320772 -0.336546 5.033105 1.4 0.0 -1.3
O -6.188405 -0.852610 3.627653 -0.8 1.5 3.1
C -7.436199 1.144887 5.272030 0.0 -0.9 -1.2
C -6.544064 2.361216 5.102316 0.8 -0.5 -0.9
C -5.323009 2.017625 5.940006 0.0 -0.8 1.3
C -4.785685 0.662792 5.395433 -0.9 1.1 -0.9
H -7.865004 1.074145 6.271634 0.1 -0.2 -0.1
H -8.197069 0.993737 4.506291 -0.1 0.3 0.1
H -6.116847 2.380676 4.099717 -0.6 0.1 -0.5
H -7.053717 3.314290 5.243717 0.1 -0.1 0.5
H -5.696164 1.853892 6.950971 0.4 0.2 0.4
H -4.506587 2.739737 5.950909 -0.2 0.1 0.0
H -3.957070 0.202530 5.933632 -0.5 -0.3 0.2
H -4.445345 0.959174 4.403258 0.3 -0.6 -0.2
O 7.942539 -1.897042 1.850013 -0.1 -0.1 0.6
S 7.141569 -0.942819 2.587468 -0.4 1.4 -1.9
O 7.132154 -0.867041 4.020693 -0.4 -0.7 0.3
C 7.560359 0.715880 2.010651 -0.6 -0.2 -0.3
C 6.570953 0.991878 0.849777 0.8 1.3 1.2
C 5.184721 0.577791 1.313761 0.8 -2.6 -0.3
C 5.464981 -0.920298 1.720989 -0.4 -0.5 1.3
H 8.627165 0.702579 1.787380 -0.1 0.1 -0.2
H 7.340097 1.418728 2.814138 0.2 -0.2 0.1
H 6.495986 2.074949 0.752541 0.6 0.1 -0.7
H 6.893719 0.463548 -0.047321 -0.3 0.3 -0.1
H 4.528970 0.691736 0.450569 -0.3 -0.3 0.2
H 4.780952 1.124930 2.165647 0.3 0.1 -0.1
H 5.551361 -1.703488 0.967832 0.3 0.7 -0.7
H 4.772863 -1.417868 2.400337 -0.2 0.6 0.4
O 1.047234 3.563704 -3.543486 2.9 1.2 -0.9
S 2.160554 4.477640 -3.995681 -3.4 -0.5 -0.6
O 3.054534 4.162005 -5.124351 -0.7 -0.1 1.9
C 1.225964 6.057946 -4.453657 -0.3 -2.5 0.3
C 1.884256 7.123212 -3.673570 0.3 0.6 1.1
C 2.316448 6.528580 -2.274144 0.1 -0.8 -1.1
C 3.050454 5.177655 -2.539321 0.3 0.5 -1.7
H 0.227413 5.812930 -4.091782 0.0 0.1 0.3
H 1.106318 6.068857 -5.537015 0.7 0.4 0.0
H 2.712451 7.534308 -4.250807 0.1 0.2 0.3
H 1.146415 7.881076 -3.410264 0.2 0.4 -0.4
H 1.380617 6.333331 -1.750498 0.1 0.0 0.3
H 2.928746 7.235876 -1.714753 0.0 -0.2 0.0
H 3.295981 4.458842 -1.757568 -0.8 0.1 0.0
H 3.980050 5.326063 -3.088795 0.4 0.6 0.4
C -4.052745 6.012213 -5.386692 1.1 1.9 -3.7
C -3.917666 4.803383 -4.747690 1.6 -2.2 -0.8
C -3.322334 3.913087 -5.672066 0.1 1.0 -0.7
N -3.076214 4.612969 -6.895191 -0.9 -0.6 2.3
C -3.532825 5.871750 -6.719176 -0.6 0.4 1.7
H -4.286556 7.036413 -5.136202 -0.5 -0.3 0.8
H -3.976280 4.543627 -3.701030 -0.5 0.1 -0.1
H -2.993839 2.893879 -5.531721 -0.1 0.1 -0.1
H -2.673358 4.313632 -7.771667 -0.1 -0.4 0.5
H -3.409565 6.600895 -7.506302 -0.2 0.1 0.1
C 5.334117 -1.766989 -3.075983 -3.6 -1.3 1.9
C 6.686608 -1.665837 -3.004081 2.3 0.8 -0.1
C 7.033077 -0.724041 -3.939360 0.1 0.7 -1.7
N 5.879237 -0.282403 -4.606027 1.0 -1.1 1.9
C 4.826927 -0.921712 -3.968606 -0.1 2.5 -3.2
H 4.622009 -2.298058 -2.461762 0.4 -0.4 0.3
H 7.336968 -2.135613 -2.281057 0.1 -0.1 -0.3
H 7.984013 -0.396777 -4.333087 0.1 0.0 0.4
H 5.799918 0.406960 -5.339919 0.2 -0.2 0.3
H 3.880937 -0.553996 -4.337777 -0.5 -0.8 0.6
C -0.983029 -0.199612 -7.195184 -1.6 0.5 -0.8
C -1.006060 -1.268734 -6.340715 0.3 -3.5 2.6
C -2.260667 -1.950146 -6.260891 1.6 3.2 -1.0
N -3.025819 -1.158843 -7.065353 -0.1 1.4 -2.2
C -2.256124 -0.154847 -7.749586 -0.5 -0.8 2.0
H -0.205291 0.546330 -7.266674 0.0 -0.3 -0.4
H -0.163664 -1.613555 -5.759460 0.1 0.1 0.0
H -2.708133 -2.723948 -5.654746 0.4 0.0 -0.1
H -4.016724 -1.268885 -7.226887 0.2 -0.1 -0.1
H -2.663954 0.639410 -8.357229 -0.5 -0.4 0.0
C -0.862802 -4.190504 8.283847 -0.1 0.1 -0.9
C -1.904029 -4.849822 8.991440 -1.2 0.0 -1.3
C -3.039177 -4.717931 8.189671 -0.8 0.6 1.8
N -2.772208 -3.878807 7.168856 0.5 -1.1 -0.7
C -1.424026 -3.708331 7.090274 0.0 1.1 0.9
H 0.152622 -4.056582 8.626470 0.0 -0.2 -0.3
H -1.952685 -5.360571 9.941795 0.5 0.0 -0.1
H -4.065198 -4.985671 8.394593 0.1 -0.1 0.1
H -3.416566 -3.402829 6.553760 -0.1 -0.6 0.0
H -1.163970 -3.175902 6.187334 1.0 0.2 0.4
C 0.313768 -8.654885 3.765647 0.2 -1.2 1.4
C -0.117059 -8.476059 2.451455 -0.1 2.0 -0.2
C -0.519476 -7.135959 2.408288 0.5 -0.1 -0.3
N -0.302993 -6.559190 3.643350 -0.9 -0.4 0.4
C 0.084193 -7.532934 4.521921 0.5 -0.6 -0.7
H 0.767197 -9.537460 4.192120 -0.3 -0.2 -0.1
H -0.065106 -9.178588 1.632828 -0.1 0.2 0.1
H -0.900101 -6.546857 1.587013 0.1 0.0 0.1
H -0.476918 -5.612729 3.950065 -0.3 -0.2 -0.5
H 0.039684 -7.500997 5.600528 0.4 0.7 -0.1
```
Forces are in eV/Å.

Computed properties:
Orbital gap in eV: 7.73
SMILES: O=S1(=O)CCCC1.O=S1(=O)CCCC1.O=S1(=O)CCCC1.O=S1(=O)CCCC1.c1cc[nH]c1.c1cc[nH]c1.c1cc[nH]c1.c1cc[nH]c1.c1cc[nH]c1
LUMO energy in eV: 0.04
HOMO in eV: -7.689
Net charge: 0
Energy above the lowest of the compared OMol25 structures with the same formula, charge and spin in eV: 2.825
Total energy in eV: -105420.2470

C22H14BClIN9OS2V | ωB97M-V/def2-TZVPD

The geometry in XYZ format:
```
52
Properties=species:S:1:pos:R:3:forces:R:3
V -0.075114 -0.043954 -0.054438 -1.3 -0.6 1.8
C 3.749275 -0.107247 -1.799897 0.1 -0.1 0.1
C 2.854247 -0.369935 -0.756932 0.2 0.1 -0.3
N 1.636303 0.047822 -1.090848 1.4 0.2 -0.6
N 1.721103 0.576345 -2.324185 0.3 0.0 -0.3
C 2.983301 0.503424 -2.774897 -0.1 0.0 0.1
B 0.419618 1.101451 -2.960981 -0.2 -0.2 0.3
N -0.592158 -0.053268 -2.948169 0.0 -0.1 -0.4
C -1.247713 -0.655470 -3.959703 -0.1 0.0 0.1
C -2.017861 -1.668666 -3.428039 0.1 0.0 0.0
C -1.773314 -1.618815 -2.046219 0.0 -0.1 -0.2
N -0.919629 -0.639645 -1.774955 -0.7 -0.6 -1.2
N -0.139994 2.178526 -2.009450 0.0 0.4 -0.2
C -0.569571 3.421404 -2.283276 0.0 -0.1 0.1
C -1.214404 3.909000 -1.164149 0.0 0.0 0.0
C -1.141966 2.866984 -0.232778 0.0 0.2 -0.1
N -0.486161 1.833267 -0.752846 -0.2 1.3 -0.4
H 4.802449 -0.328676 -1.824160 0.0 0.0 0.0
H 3.049850 -0.846183 0.189702 -0.1 0.0 0.1
H 3.258795 0.881306 -3.745429 -0.1 0.0 0.0
H 0.610204 1.534011 -4.062912 0.0 0.0 -0.1
H -1.135078 -0.308830 -4.974263 0.0 0.0 0.0
H -2.668112 -2.346557 -3.953004 0.0 0.0 0.0
H -2.161241 -2.243959 -1.250663 0.0 0.1 0.1
H -0.384822 3.868894 -3.245804 0.0 -0.1 0.0
H -1.690428 4.865960 -1.039720 0.0 0.0 0.0
H -1.567190 2.803354 0.755257 0.0 -0.1 0.0
S -1.983594 0.060871 1.375431 0.1 -0.3 0.6
C -3.623334 -0.342004 0.890237 0.0 -0.1 -0.4
C -4.463660 0.799388 0.811841 -0.4 0.4 -0.1
N -5.106161 1.762637 0.791910 0.1 -0.1 0.0
C -4.157637 -1.598342 0.715178 0.6 0.0 0.3
S -3.394305 -3.119124 0.928863 0.1 0.0 -0.1
C -5.531076 -1.701007 0.325836 -0.6 0.1 -0.1
N -6.630041 -1.837640 -0.000846 0.1 0.1 0.0
Cl 3.315193 -1.854848 5.570077 0.0 0.0 0.1
C 2.423176 -1.842720 4.061142 0.0 -0.3 0.0
C 2.191123 -3.044250 3.426340 0.1 0.3 0.2
C 1.506948 -3.068521 2.221001 -0.3 -0.3 -0.6
I 1.219980 -4.879810 1.186748 0.0 0.3 0.2
C 1.014251 -1.906333 1.608729 0.4 -0.2 0.6
O 0.398829 -1.862482 0.485253 0.4 -0.3 -0.1
C 1.302248 -0.674552 2.284328 0.2 -0.4 0.3
N 0.884947 0.428644 1.591975 0.1 0.4 0.5
C 1.162825 1.629670 2.128993 0.0 0.1 -0.1
C 1.813031 1.771206 3.350460 0.1 -0.3 0.2
C 2.237289 0.667713 4.061163 0.0 0.2 0.0
C 2.003303 -0.615565 3.513573 -0.2 0.1 -0.3
H 2.548472 -3.965571 3.864632 0.0 0.0 0.0
H 0.848478 2.495796 1.562336 0.0 0.0 0.0
H 1.981813 2.765952 3.743922 0.0 0.0 0.0
H 2.737510 0.770349 5.013635 0.0 0.0 0.0
```
Forces are in eV/Å.

Computed properties:
Orbital gap (alpha / beta) in eV: 4.44 / 4.60
2S+1: 2
LUMO energy (alpha / beta) in eV: 3.99 / 3.99
HOMO (alpha / beta) in eV: -0.449 / -0.611
Net charge: -2
⟨S²⟩: 0.79
Energy above the lowest of the compared OMol25 structures with the same formula, charge and spin in eV: 0.878
Total energy in eV: -107162.3501